Density functional theory data (ωB97M-V with the def2-TZVPD basis set) for a molecular structure, C27H32AsF2N5O6PrS2 in a non-equilibrium geometry.

Structure (XYZ):
```
76
Properties=species:S:1:pos:R:3:forces:R:3:lowdin_spin:R:1
Pr -0.514862 0.528664 -1.609897 0.7 -0.6 -0.3 2.0266
O -0.843470 -1.256985 -2.953591 -0.2 -0.4 -0.4 -0.0033
N -1.909610 -1.437212 -3.732246 -0.4 0.0 -0.3 0.0001
C -2.263569 -2.701221 -4.046339 0.1 -0.3 0.0 0.0000
C -3.334583 -2.969151 -4.849645 0.0 0.0 0.0 -0.0001
C -4.072979 -1.899921 -5.363871 0.1 0.1 0.0 0.0000
C -3.705188 -0.619192 -5.037471 0.0 -0.1 0.0 -0.0003
C -2.609246 -0.362191 -4.196648 0.1 0.0 0.0 -0.0004
S -2.146873 1.226763 -3.766428 -0.3 0.2 -0.4 -0.0061
H -1.627636 -3.464566 -3.624619 0.0 0.1 0.0 0.0000
H -3.588078 -3.993344 -5.077893 0.0 0.0 0.0 0.0000
H -4.919165 -2.078322 -6.012648 0.0 0.0 0.0 0.0000
H -4.246713 0.239354 -5.405083 0.0 0.0 0.0 -0.0001
F 3.710624 -0.455042 2.230223 0.1 0.0 0.0 0.0000
C 3.389316 0.193776 1.089664 -0.1 0.0 0.0 -0.0001
C 2.172197 -0.065318 0.488268 -0.3 -0.2 -0.2 -0.0010
C 1.795708 0.562773 -0.704355 0.8 0.3 0.3 -0.0079
C 2.719320 1.492929 -1.243609 -0.1 -0.2 -0.1 -0.0011
C 3.926849 1.737085 -0.595514 -0.2 -0.1 0.0 -0.0001
F 4.790971 2.657628 -1.071345 0.0 0.0 0.0 -0.0001
C 4.287981 1.101271 0.575541 0.1 0.0 0.1 -0.0001
C 2.340451 2.217833 -2.480777 0.0 0.2 0.0 -0.0002
C 3.269860 2.667748 -3.416883 0.0 0.0 -0.1 -0.0001
C 2.840282 3.364077 -4.532072 0.0 0.0 0.1 0.0001
C 1.485998 3.606473 -4.698488 0.0 0.1 0.0 0.0000
C 0.620642 3.119651 -3.740212 0.0 0.1 0.1 0.0005
N 1.018814 2.436944 -2.658795 0.1 -0.1 -0.1 -0.0016
H 1.509328 -0.758793 0.992077 0.1 0.0 0.0 -0.0001
H 5.225944 1.317858 1.066908 0.0 0.0 0.0 0.0000
H 4.320780 2.470686 -3.278911 0.0 0.0 0.0 0.0000
H 3.556884 3.720567 -5.260042 0.0 0.0 0.0 0.0000
H 1.104650 4.154062 -5.548240 0.0 0.0 0.0 0.0000
H -0.444778 3.284447 -3.828502 0.0 0.0 -0.1 0.0002
C 2.621699 -1.634843 6.037342 -0.1 0.1 0.0 0.0000
C 2.532608 -2.444244 4.753215 -0.3 0.0 -0.1 0.0000
S 0.905510 -2.232104 4.015077 -0.1 -0.1 -0.4 0.0000
O 0.929726 -1.095847 3.120992 0.0 -0.1 0.0 0.0000
O -0.102705 -2.246488 5.038718 -0.1 -0.3 0.2 0.0000
C 0.692037 -3.722761 2.984114 -0.1 0.6 0.1 0.0000
C -0.740975 -3.901585 2.446484 0.2 0.1 0.1 0.0000
N -1.272366 -2.762644 1.691310 -0.1 -0.1 0.2 0.0002
C -0.847473 -2.393855 0.463297 0.0 0.2 0.0 0.0005
N -1.395967 -1.240811 0.091467 0.2 -0.2 0.2 -0.0019
C -2.199391 -0.849948 1.119769 -0.3 0.0 0.3 0.0001
C -2.150171 -1.778216 2.109218 0.3 0.2 -0.3 0.0000
N -2.957603 -1.778557 3.297230 -0.2 0.0 0.0 0.0000
O -3.248707 -2.847847 3.798442 0.2 0.1 0.0 0.0000
O -3.352877 -0.690143 3.664183 0.1 -0.1 0.0 0.0000
C 0.085981 -3.199649 -0.367486 0.1 0.0 0.2 0.0004
H 3.627682 -1.712210 6.445654 0.0 0.0 0.0 0.0000
H 1.910905 -1.995142 6.778075 0.0 0.0 0.0 0.0000
H 2.409751 -0.583028 5.844914 0.0 0.0 0.0 0.0000
H 2.648201 -3.513983 4.932248 0.1 0.0 0.0 0.0000
H 3.246482 -2.106276 4.003011 0.0 -0.1 0.0 0.0000
H 0.938356 -4.578051 3.612016 0.0 -0.1 -0.1 0.0000
H 1.428582 -3.621792 2.187058 0.0 -0.1 0.0 0.0000
H -1.425261 -4.109312 3.260542 -0.1 0.0 0.0 0.0000
H -0.740013 -4.753138 1.767035 0.0 -0.1 0.1 0.0000
H -2.799121 0.042080 1.083334 0.0 0.0 0.0 0.0000
H -0.310957 -4.204940 -0.522470 0.0 0.0 0.0 0.0000
H 1.067424 -3.292941 0.100363 0.0 0.0 -0.1 0.0000
H 0.203202 -2.716464 -1.332706 0.0 0.0 -0.1 0.0001
C -2.320894 4.751236 -0.460720 0.1 -0.3 0.1 0.0000
As -1.471938 3.266371 0.440080 0.0 1.3 0.9 -0.0001
C 0.410034 3.674884 0.578869 -0.2 -0.1 0.0 0.0002
C -2.210115 3.056264 2.213238 0.1 -0.1 -0.3 -0.0002
O -1.757771 1.868163 -0.409892 -0.6 0.2 0.4 -0.0041
H -2.116500 5.683371 0.062044 0.0 0.0 0.0 0.0000
H -3.393710 4.575416 -0.503980 0.0 0.0 0.0 0.0000
H -1.924141 4.796849 -1.473773 0.0 0.0 0.0 0.0000
H 0.540727 4.529994 1.241178 -0.1 0.0 0.0 0.0000
H 0.795908 3.912431 -0.410642 0.0 0.0 0.0 0.0000
H 0.941877 2.811121 0.978077 0.0 0.0 0.0 0.0000
H -2.049861 3.944487 2.820196 0.1 0.0 -0.1 0.0000
H -1.730995 2.193463 2.676233 0.0 0.0 0.0 0.0000
H -3.277034 2.861356 2.118092 0.0 0.0 0.0 0.0000
```
Forces are in eV/Å.

Computed properties:
**Net charge**: +1
**LUMO (spin up / spin down)**: -2.51 / -2.51 eV
**2S+1**: 3
**Kohn-Sham gap (spin up / spin down)**: 0.291 / 0.291 Ha



Density functional theory data (ωB97M-V with the def2-TZVPD basis set) for a molecular structure, C27H32AsN2O3S2W in a non-equilibrium geometry.

Structure (XYZ):
```
68
Properties=species:S:1:pos:R:3:forces:R:3:nbo_charge:R:1
W -0.029921 -0.968540 0.116636 -1.1 1.0 1.0 1.3923
C -0.692238 -1.328596 -4.321310 0.0 -0.2 0.1 -0.6150
C -1.351398 -1.823111 -3.034953 0.0 0.3 0.0 -0.2544
C -2.476145 -0.859238 -2.621858 0.0 -0.2 -0.1 -0.6014
C -0.331751 -2.064146 -1.925337 0.0 -0.8 -0.6 -0.0192
C 0.996813 -1.583574 -1.984844 0.1 -0.3 0.1 -0.0729
C 1.926188 -1.784058 -0.937296 -0.1 -1.1 -0.4 -0.2633
C 1.631841 -2.701110 0.119714 0.2 -0.1 -0.6 -0.0170
C 2.703157 -3.124933 1.073171 0.0 0.1 0.3 -0.6510
C 0.373769 -3.341259 0.074111 0.1 0.0 -0.4 -0.1044
C -0.626959 -2.955085 -0.847040 0.5 -0.5 -0.7 -0.2720
H -1.443554 -1.293607 -5.107624 0.0 0.0 0.0 0.2612
H 0.095463 -2.007006 -4.652964 0.0 0.1 -0.1 0.2293
H -0.285046 -0.322083 -4.203413 0.0 0.0 0.0 0.2056
H -1.816014 -2.792771 -3.231611 0.1 -0.1 0.0 0.2509
H -2.072475 0.118839 -2.361046 0.0 0.1 0.0 0.1990
H -3.068610 -1.245333 -1.794554 0.0 0.0 0.1 0.2158
H -3.145016 -0.728444 -3.471973 0.0 0.0 0.0 0.2575
H 1.324306 -1.024434 -2.851124 -0.2 0.3 0.1 0.2880
H 2.948693 -1.454747 -1.071330 -0.1 0.4 0.3 0.2991
H 3.307416 -3.905889 0.604890 -0.1 0.0 -0.1 0.2848
H 2.286133 -3.537103 1.990204 0.0 0.0 0.0 0.2562
H 3.374459 -2.303918 1.320007 0.0 0.0 0.0 0.2517
H 0.160715 -4.132996 0.781950 -0.1 0.2 0.2 0.2939
H -1.562281 -3.501089 -0.864286 -0.2 0.3 0.2 0.2988
N 0.556717 0.140615 1.680079 0.6 0.6 1.1 -0.5370
C 0.710367 0.731100 2.662888 0.0 -0.2 -0.4 0.6189
C 0.832572 1.491114 3.825316 -0.1 0.5 0.6 -0.2108
C -0.095773 2.538866 4.012092 0.1 -0.2 -0.2 -0.1443
C -0.028863 3.294780 5.160532 0.0 0.1 0.1 -0.2057
C 0.942827 3.019041 6.121324 0.0 0.0 -0.1 -0.0926
C 1.864628 1.993320 5.932184 0.1 0.1 0.0 -0.1963
C 1.820890 1.224441 4.789394 -0.1 -0.2 -0.2 -0.1264
H -0.847247 2.719789 3.253456 0.0 0.0 0.0 0.2326
H -0.722039 4.110646 5.312412 0.0 0.0 0.0 0.2522
H 0.983077 3.610641 7.026345 0.0 0.0 0.0 0.2550
H 2.628055 1.802636 6.673553 0.0 0.0 0.0 0.2583
H 2.529351 0.421929 4.633374 0.0 0.0 0.0 0.2389
O -1.073154 -1.944765 1.794773 0.6 0.0 -0.7 -0.6101
C -2.124003 -1.235608 1.640335 -0.5 0.0 0.0 0.6679
N -2.033392 -0.444561 0.561833 0.1 0.5 0.5 -0.8675
S -2.942188 1.050668 0.518094 0.0 0.0 -0.5 1.7702
O -3.558776 1.044095 2.011834 0.1 0.1 0.0 -0.6686
O -1.900864 2.057642 0.591689 -0.2 0.0 0.0 -0.9581
C -4.047933 -0.117492 2.597810 -0.1 -0.4 0.1 0.3045
C -5.202096 -0.078059 3.343957 0.0 0.3 0.0 -0.2384
C -5.610920 -1.233022 4.002136 0.1 0.1 -0.1 -0.0988
C -4.854230 -2.397389 3.932785 0.0 -0.1 0.1 -0.2040
C -3.691325 -2.427641 3.187764 0.1 -0.1 0.0 -0.1208
C -3.286341 -1.283704 2.496070 0.1 0.1 0.1 -0.2040
H -5.757967 0.846548 3.425415 0.0 0.0 0.0 0.2619
H -6.530331 -1.212097 4.571155 0.0 0.0 0.0 0.2571
H -5.168046 -3.282813 4.467651 0.0 0.0 0.0 0.2562
H -3.113162 -3.339163 3.112515 0.0 0.0 0.0 0.2394
C -0.336831 4.522435 0.217132 0.0 -0.3 0.2 -0.9201
As 0.374364 3.291850 -1.100543 0.1 0.8 -0.3 1.5123
C -0.526117 3.670854 -2.764727 0.0 -0.1 0.1 -0.9453
C 2.225810 3.799623 -1.310161 0.0 -0.2 0.0 -0.9480
S 0.490837 1.090680 -1.210475 0.0 -0.6 0.0 -0.3937
H -0.422825 5.469372 -0.319439 0.1 0.0 -0.1 0.2786
H 0.362068 4.630992 1.043708 0.1 -0.1 0.0 0.2625
H -1.309292 4.215389 0.577211 -0.1 -0.1 0.0 0.2855
H -0.321975 4.704756 -3.044656 0.0 0.0 0.1 0.2783
H -1.600010 3.533802 -2.650019 0.0 0.0 0.1 0.2686
H -0.145997 3.007585 -3.538432 0.0 0.0 0.0 0.2663
H 2.267807 4.856398 -1.575588 -0.1 0.0 0.0 0.2787
H 2.686063 3.207239 -2.097977 -0.1 0.0 0.0 0.2690
H 2.765945 3.641516 -0.378209 -0.1 0.0 0.0 0.2641
```
Forces are in eV/Å.

Computed properties:
**Net charge**: +3
**LUMO (spin up / spin down)**: -9.99 / -11.17 eV
**2S+1**: 3
**Kohn-Sham gap (spin up / spin down)**: 0.253 / 0.210 Ha
**Energy relative to the best compared isomer or geometry (same formula, charge and spin)**: 1.394 eV



Density functional theory data (ωB97M-V with the def2-TZVPD basis set) for a molecular structure, C27H32BrClIrN2O4 in a non-equilibrium geometry.

Structure (XYZ):
```
68
Properties=species:S:1:pos:R:3:forces:R:3:nbo_charge:R:1
Ir -0.655299 -0.004261 0.509966 2.2 -0.9 1.8 1.1296
Cl -2.593976 -0.936467 1.899389 -1.0 -0.9 0.6 -0.4342
N -0.190976 2.056123 0.417981 -0.9 1.9 -2.0 -0.5664
N -0.204141 -2.121063 0.377292 -0.8 -1.5 -1.8 -0.5296
C -0.966992 2.846081 -0.319699 1.8 -0.7 1.7 0.6637
C -0.862077 -2.886038 -0.464485 2.0 0.9 1.9 0.6442
C 1.040685 2.873735 0.686963 0.3 0.2 0.6 0.0867
C 0.467962 4.288115 0.564454 0.2 0.1 0.6 -0.0903
C 2.090613 2.591784 -0.390721 -0.3 -0.2 -0.2 -0.6184
C 1.721154 2.778966 2.044246 -0.1 0.0 0.2 -0.6243
H 1.653771 2.711521 -1.394355 0.2 -0.2 0.2 0.1998
H 2.480364 1.571221 -0.257387 -0.2 0.3 -0.2 0.2329
H 2.919497 3.303741 -0.271879 -0.2 -0.2 0.0 0.2100
H 0.986332 2.949492 2.844064 0.4 -0.4 -0.1 0.2545
H 2.446750 3.611072 2.080165 -0.2 -0.2 0.0 0.1965
H 2.286227 1.843438 2.188377 -0.5 0.3 0.1 0.2551
C 0.756169 -2.989766 1.114282 0.0 0.2 0.5 0.0769
C 0.596226 -4.341683 0.415080 -0.1 -0.5 -0.2 -0.0711
C 0.322098 -3.194409 2.559421 -0.1 0.3 0.1 -0.6124
C 2.185261 -2.472334 1.028006 0.0 0.0 -0.2 -0.6344
H 2.508498 -2.493867 -0.022081 0.1 0.1 0.2 0.1932
H 2.828509 -3.141526 1.618044 0.0 0.2 -0.2 0.2089
H 2.237961 -1.457254 1.438022 0.0 -0.3 -0.2 0.2790
H -0.673479 -3.661183 2.545041 0.2 0.2 0.3 0.2042
H 0.305028 -2.248468 3.111839 -0.1 -0.4 -0.1 0.2695
H 1.056017 -3.877764 3.012342 -0.3 0.1 0.1 0.2001
O -0.512529 -4.173357 -0.504719 0.0 -0.2 -0.1 -0.4878
H 0.309802 -5.134542 1.127198 0.2 0.3 -0.4 0.1953
H 1.488023 -4.637687 -0.160919 -0.4 0.0 0.1 0.1827
O -0.706584 4.151758 -0.260783 0.3 0.0 -0.5 -0.4766
H 1.192990 4.986976 0.120559 -0.5 -0.1 -0.1 0.1938
H 0.153165 4.655205 1.553707 0.0 -0.1 -0.3 0.2031
C -1.977494 2.386350 -1.289385 -0.2 0.2 0.7 -0.5160
C -1.868637 -2.392300 -1.413142 -0.1 -0.7 0.8 -0.5434
C -1.269173 -1.180777 -2.009925 0.2 0.1 -1.7 0.0895
H -2.720853 -2.109838 -0.769134 -0.1 0.0 -0.4 0.2773
H -2.122297 -3.225305 -2.084547 0.0 0.6 0.0 0.2414
C -1.279856 0.014738 -1.274947 -2.3 -0.2 -0.1 -0.2848
C -1.351266 1.221801 -1.972054 0.2 0.3 -1.5 -0.0207
H -2.338588 0.033361 0.498262 -0.4 0.6 -0.5 0.1050
C -0.772322 1.270462 -3.231738 -0.2 0.5 0.1 -0.0384
C -0.353694 0.072375 -3.824605 0.0 0.0 -0.3 -0.2141
C -0.582348 2.587682 -3.931111 0.2 0.4 -0.5 -0.6310
C -0.674240 -1.167186 -3.261937 -0.4 -0.5 0.2 -0.0652
H 0.115318 0.089359 -4.807448 0.0 0.1 0.2 0.1971
C -0.418781 -2.463801 -3.989430 0.2 -0.3 -0.5 -0.6338
H 0.109073 -2.246375 -4.932793 -0.2 -0.2 0.3 0.2118
H -1.349406 -3.005755 -4.247694 0.3 0.3 0.1 0.2123
H 0.198369 -3.180958 -3.409203 -0.3 0.5 -0.2 0.2173
H -1.520599 3.144210 -4.092088 0.2 -0.3 0.0 0.2118
H -0.124613 2.421563 -4.917648 -0.1 0.1 0.3 0.2122
H 0.075668 3.276472 -3.370700 -0.2 -0.3 -0.1 0.2127
H -2.264866 3.221902 -1.935166 0.1 -0.2 0.1 0.2436
H -2.845813 2.051878 -0.689575 0.1 -0.1 -0.4 0.2628
Br 0.592977 2.578041 5.684029 -0.3 0.8 0.4 -0.0196
C 1.502087 0.935421 5.592213 1.0 -0.3 1.7 -0.1599
C 2.407039 0.629736 6.644181 -0.7 0.7 -0.9 -0.2331
C 3.276581 -0.462023 6.555592 0.0 0.2 0.5 -0.3765
C 3.191913 -1.214266 5.372709 -0.6 -0.1 -1.6 -0.2822
C 2.286061 -0.894588 4.347292 1.5 -1.1 0.5 -0.2309
C 1.381014 0.172849 4.391945 -1.9 0.3 -1.7 -0.2703
C 0.289811 0.351971 3.291224 3.5 -1.1 2.1 0.7214
O -0.766067 0.899427 3.508893 -1.2 1.0 -0.3 -0.6923
O 0.648499 -0.159470 2.094221 0.0 0.4 1.3 -0.8935
H 2.514745 1.299001 7.507730 -0.4 -0.1 -0.5 0.1976
H 4.029205 -0.685315 7.327384 -0.5 0.2 -0.4 0.1860
H 3.885286 -2.033110 5.237707 -0.1 -0.2 -0.2 0.1802
H 2.236319 -1.520590 3.463681 0.3 0.0 0.2 0.1914
```
Forces are in eV/Å.

Computed properties:
**Net charge**: -1
**LUMO (spin up / spin down)**: 2.24 / 0.66 eV
**2S+1**: 5
**Kohn-Sham gap (spin up / spin down)**: 0.085 / 0.177 Ha
**Energy relative to the best compared isomer or geometry (same formula, charge and spin)**: 0.000 eV



Number 1: calculated total energy -150259.9395 eV. Number 2: calculated total energy -121949.7088 eV. Number 3: calculated total energy -125088.2200 eV.